No. 1
C22H26N2O3S | wB97M-V/def2-TZVPD

Computed properties:
HOMO level	-0.290	Eh
SMILES string	COc1cc(C(=S)N2CCC(Cc3ccccc3)CC2)ccc1OCC(N)=O
E_LUMO	0.5	eV
molecular weight	398.53	g mol⁻¹
E	-1587.358176	a.u.
largest force on an atom	0.7	eV/Å
orbital gap	8.40	eV
multiplicity	1
energy relative to the best compared isomer or geometry (same formula, charge and spin)	132.3	kJ/mol

```
54
C22H26N2O3S (wB97M-V/def2-TZVPD)
H 4.358 0.991 2.057
H 1.064 1.520 1.199
C -7.422 1.802 -0.574
C 6.268 0.398 0.364
C 5.135 1.146 0.072
C 5.043 1.760 -1.171
C -1.621 0.475 -0.188
H 3.319 -1.387 1.810
C 0.691 -0.575 1.636
H 2.554 0.590 -0.366
C -0.297 -1.636 -0.359
H 4.099 -1.316 0.230
C -2.755 -1.637 -0.160
C 4.010 1.268 1.060
N -6.937 3.019 -0.271
C 7.286 0.265 -0.565
H 8.161 -0.319 -0.322
H -4.617 -3.571 0.710
C -6.418 0.660 -0.407
H -0.718 1.059 -0.266
H -2.907 2.185 -0.146
C -2.846 1.108 -0.138
H 2.166 -1.969 -0.953
H -6.829 -0.042 0.328
C -3.991 -1.014 -0.085
C -5.147 -3.103 -0.125
C 2.048 -1.933 0.134
H 4.169 2.351 -1.409
H 1.946 0.890 2.586
C 3.171 -1.111 0.764
H -7.535 3.824 -0.350
O -5.170 -1.700 -0.001
H 1.018 -1.237 2.448
H -2.686 -2.712 -0.187
O -8.555 1.599 -0.945
N 0.757 -1.331 0.407
H 3.667 2.305 1.095
C 2.823 0.374 0.673
H -5.985 3.118 0.036
H -6.191 -3.410 -0.108
H -0.340 -0.284 1.834
H -4.690 -3.415 -1.069
H 5.971 2.112 -3.064
C 1.611 0.654 1.574
H 6.357 -0.081 1.329
C -4.039 0.394 -0.081
C 6.057 1.628 -2.102
O -5.164 1.166 0.004
H -6.343 0.137 -1.366
H 2.063 -2.968 0.497
H 7.975 0.775 -2.527
C 7.182 0.879 -1.801
S -0.199 -2.788 -1.544
C -1.566 -0.914 -0.198
```

---

No. 2
CN2O2 | wB97M-V/def2-TZVPD

Computed properties:
HOMO level (spin up / spin down)	-0.443 / -0.426	Eh
E_LUMO (spin up / spin down)	-3.1 / -3.4	eV
molecular weight	72.02	g mol⁻¹
E	-297.862387	a.u.
largest force on an atom	2.7	eV/Å
orbital gap (spin up / spin down)	8.97 / 8.15	eV
multiplicity	1
energy relative to the best compared isomer or geometry (same formula, charge and spin)	823.5	kJ/mol

```
5
CN2O2 (wB97M-V/def2-TZVPD)
N 2.441 -0.028 -0.007
O -1.397 -1.120 -0.032
O -1.358 1.081 -0.033
N -0.983 -0.021 0.079
C 1.297 0.088 -0.006
```

---

No. 3
C68H136O34 | wB97M-V/def2-TZVPD

Computed properties:
HOMO level	-0.367	Eh
E_LUMO	0.5	eV
molecular weight	1497.80	g mol⁻¹
E	-5230.888577	a.u.
largest force on an atom	5.8	eV/Å
orbital gap	10.45	eV
multiplicity	1
energy relative to the best compared isomer or geometry (same formula, charge and spin)	186.3	kJ/mol

```
238
C68H136O34 (wB97M-V/def2-TZVPD)
C 3.649 -1.013 -3.664
C -1.560 -4.396 9.741
H 2.107 -0.027 -4.648
C 6.339 3.651 -5.060
H 1.683 -4.950 4.325
C -1.557 3.466 -0.176
H -1.813 2.045 -5.826
H 2.219 1.493 -2.724
C 1.161 -1.987 5.048
H 5.653 0.472 -7.951
C 0.763 2.129 3.936
C 0.797 -5.407 2.459
H 0.409 1.017 -2.743
H -5.424 3.171 -0.529
H 5.634 -2.173 -6.482
C -7.110 -4.447 1.973
H -1.631 -0.789 4.535
H -0.010 -4.017 -3.567
H 0.569 6.269 4.841
H 0.916 2.517 4.907
C -0.348 -1.698 0.679
H -2.500 -1.856 2.264
H 1.183 -0.367 1.375
H 0.634 -4.433 2.008
H 0.198 -4.080 10.877
O 3.023 -1.002 3.903
H -5.927 -5.215 0.321
H -6.784 -1.590 5.240
O 5.642 3.589 -2.788
C 1.603 2.915 3.020
H -1.466 -3.194 -4.125
H 6.226 -0.911 -1.374
O 0.422 -6.918 -0.818
H -4.280 -2.251 -3.905
H -0.392 5.119 5.703
H 2.969 5.648 -4.162
H -6.854 -5.165 2.701
H 0.023 -2.891 9.596
C -3.048 3.177 -0.126
H -1.145 -5.257 9.199
H 0.925 -6.207 1.717
H -3.376 2.752 3.415
O 5.942 1.616 -3.895
O -0.914 -3.605 3.451
H 5.746 -2.220 -0.169
O 1.088 4.846 -2.915
H -2.277 -1.885 6.373
C -1.494 2.628 -4.917
H 2.406 3.425 0.601
O -3.622 3.918 -1.111
H 4.437 -0.396 -4.096
H -4.467 -2.291 -2.226
H -2.298 -4.736 10.442
H 3.554 5.904 -2.455
H 7.291 -1.333 1.529
C 2.386 -1.070 -4.489
H -7.972 -4.882 1.452
H 5.845 4.612 -0.313
H -4.837 2.656 -2.108
C -6.701 -5.060 -4.318
H -0.414 2.819 -5.030
O -1.625 1.747 -3.767
H -3.529 -2.285 3.575
O 0.895 3.299 1.915
C 1.654 0.634 -7.615
H -6.594 -5.220 -6.488
H 2.402 -5.550 -0.026
H 7.055 -1.213 -6.569
H -1.395 -1.804 0.342
H -6.182 -3.545 0.215
C 0.220 -0.298 0.863
O -2.682 5.426 4.584
H 3.441 -0.637 -2.667
H -1.573 -4.359 -0.175
H 7.329 4.223 -4.794
H -6.695 -2.053 -3.254
O -7.356 -3.262 2.620
C -3.959 3.675 3.425
H -0.276 5.034 3.953
C -4.654 -2.866 -3.105
O -6.570 -3.731 -4.435
H 8.278 -1.415 0.124
H 0.436 -2.824 5.046
C 2.339 -2.247 4.234
H 2.468 -1.592 -5.428
C 1.849 5.361 1.155
C 8.987 2.415 -0.030
C 3.132 6.408 -3.357
C -2.177 3.961 -4.620
H 2.266 -5.508 -1.715
O -4.281 -0.755 2.525
H -1.811 4.597 -5.443
C 5.325 -0.041 -7.037
O -2.383 5.240 2.321
H 2.757 5.408 1.776
H 1.338 -0.363 -7.826
H -1.099 5.800 -2.230
C 3.132 0.868 -7.344
H -3.740 -2.301 7.468
C -2.901 4.836 3.341
O -0.443 -5.769 3.063
H 4.063 -2.009 -3.476
C -4.963 3.524 -1.441
C 4.561 0.336 2.783
C -3.133 -1.418 3.026
H 0.785 3.729 -0.015
C -0.360 5.714 4.783
H 3.978 -3.955 -0.889
O -5.636 -3.478 3.991
H 1.211 1.122 4.043
C -4.470 -0.735 1.159
C -2.414 -0.381 3.866
H 1.362 -1.854 6.109
O 2.512 0.210 -0.530
C -2.079 -3.584 7.568
H -4.612 3.667 4.295
H -1.022 -2.810 11.093
O 9.609 0.127 -0.560
H -1.202 3.460 0.866
H 5.521 4.333 -5.312
C -6.513 -2.853 3.584
C 5.972 2.836 -3.850
H -8.220 -5.590 -5.735
H 4.092 0.986 3.518
C 0.270 -2.075 -4.322
H -4.573 3.690 2.512
H -2.159 -5.805 -1.057
H 1.996 5.896 0.216
H -1.575 -5.905 0.681
H 1.434 1.204 -8.453
H -1.867 0.272 3.212
H -5.475 1.073 1.296
C 4.074 7.523 -3.802
C 8.805 0.847 -0.046
H -0.447 0.273 1.576
H 1.021 1.053 -6.816
C -7.037 -1.510 4.177
H 4.195 4.618 -0.795
H -1.976 7.157 5.419
C 7.403 -0.946 0.528
H -3.117 0.139 4.534
H -5.499 5.643 -1.485
H 5.929 2.114 -1.264
H 4.197 8.268 -3.015
C 1.912 -5.544 3.470
O -0.069 -1.676 -5.411
C 0.913 6.032 -2.810
H -1.720 6.995 3.652
H -3.468 0.570 -1.534
H 1.034 5.831 1.695
C 2.109 -4.889 -0.826
O 3.894 -0.214 -7.191
C -0.547 -3.085 -3.536
O 1.898 6.910 -2.907
H -2.669 -6.320 3.481
H -0.241 2.185 3.700
H 0.260 -2.289 0.002
H 2.767 -3.089 -1.719
O -3.794 1.352 -4.185
H -4.990 -4.302 1.447
H -1.335 4.410 -0.624
H 2.848 -5.159 3.051
H 4.105 0.846 1.964
H 5.393 -0.571 0.217
H 5.100 7.153 -4.052
C -5.655 0.070 0.913
O 3.551 1.979 -7.345
H 5.465 0.528 -6.180
H -6.507 -0.431 1.388
C 6.127 -1.179 -0.294
C -6.178 -3.012 -3.237
H 4.339 2.398 -1.862
O -3.556 2.393 0.583
H 9.362 2.599 -1.053
H -1.029 2.723 -0.799
C -2.506 -5.383 4.000
O -6.613 -5.689 -3.332
C -7.097 -5.668 -5.651
O 0.716 -4.670 -0.677
O -1.227 -4.223 7.058
H 6.533 3.057 -5.904
O -3.710 -1.346 0.438
C -1.259 -4.788 3.451
C -2.794 0.255 -2.293
H -1.850 0.205 -1.785
O 4.319 -2.051 2.376
C -0.054 -5.807 -0.649
H 4.644 3.342 0.356
H -4.060 -3.805 -3.031
H 0.943 2.419 -1.890
C 5.246 2.883 -1.604
H 9.818 2.628 0.686
H -5.902 0.211 -0.156
H -0.411 -2.179 1.681
C 1.256 1.398 -2.214
H -0.883 6.820 -3.755
H -2.325 -5.677 5.017
C -0.537 -3.479 10.385
H 5.651 0.357 2.602
C -5.982 -4.311 0.959
H -6.512 -0.650 3.785
H -3.504 -3.097 5.921
H 7.985 2.868 0.071
C 1.472 0.586 -1.002
C -5.692 4.688 -2.069
C 5.002 3.962 -0.466
C -2.823 1.169 -3.498
H 0.660 -1.073 4.725
H -6.793 4.544 -2.176
H -3.113 -0.710 -2.652
O 1.394 -1.773 -3.729
H -0.685 7.480 -2.099
O 7.683 0.482 0.536
H 3.054 -2.927 4.714
C 6.077 -1.371 -7.038
H 2.734 -3.041 0.058
H 3.631 8.018 -4.709
H 2.085 -6.630 3.725
H -5.220 4.879 -3.048
C 1.468 3.891 0.788
C -0.519 6.599 -2.721
H 6.209 -1.759 -8.027
C -1.671 6.487 4.575
H 2.093 -2.760 3.323
C 3.988 -1.022 2.940
O 0.328 0.366 -0.421
H -6.873 -6.776 -5.643
C -1.451 -5.440 -0.316
O -2.370 -3.514 8.885
C 2.929 -3.676 -0.837
H -3.403 -4.763 4.010
C -2.976 -2.654 6.774
H -3.228 3.865 -4.699
H -8.129 -1.412 4.023
H -0.786 -2.806 -2.566
H -6.383 -3.598 -2.378
O 2.733 3.208 3.299
H -1.871 4.310 -3.637
```